Entry 1:
Below is a molecular structure, C8H10F6N2O4PtS2Se, with properties calculated with the ωB97M-V functional and the def2-TZVPD basis.

Computed properties:
E_LUMO (Ha): -0.0537
HOMO level (eV): -9.154
Gap between HOMO and LUMO (eV): 7.6912

Geometry (Å):
Pt -0.445 -0.179 0.223
F -2.501 -3.067 -3.459
C -1.580 -2.179 -3.809
F -0.392 -2.766 -3.854
F -1.875 -1.677 -4.998
S -1.571 -0.823 -2.561
O -1.127 -1.519 -1.331
O -2.867 -0.245 -2.546
N -0.440 0.075 -3.159
S 0.640 0.887 -2.400
O 1.119 0.194 -1.169
O 0.409 2.285 -2.278
C 2.081 0.664 -3.525
F 2.365 -0.624 -3.656
F 1.797 1.181 -4.710
F 3.124 1.297 -3.002
C 1.007 1.778 3.771
C 1.105 0.772 2.624
C 2.385 1.112 1.765
C 1.189 -0.665 3.123
C 0.143 1.007 1.551
H 1.891 1.692 4.404
H 0.119 1.592 4.371
H 0.954 2.802 3.395
H 3.211 1.124 2.476
H 2.332 2.095 1.294
H 2.568 0.360 1.001
H 2.032 -0.766 3.808
H 1.319 -1.366 2.299
H 0.277 -0.931 3.658
H -0.152 2.056 1.434
Se -2.330 -0.868 1.552
C -2.281 0.458 2.830
N -2.237 1.303 3.615

***

Entry 2:
Below is C8H10FNO2Si in the gas phase at a distorted geometry, with properties calculated with the ωB97M-V functional and the def2-TZVPD basis.

Computed properties:
SMILES: C[Si](C)(F)c1ccc([N+](=O)[O-])cc1
E_LUMO (Ha): -0.0366
HOMO level (eV): -10.271
Gap between HOMO and LUMO (eV): 9.2759

Geometry (Å):
O -1.235 1.692 4.416
O 0.873 1.087 4.711
F -1.032 1.003 -2.641
C -1.215 0.992 1.862
C 1.033 0.170 2.019
C -1.192 0.703 0.508
C 1.023 -0.113 0.686
C -0.074 0.764 2.649
C -0.073 0.168 -0.132
N -0.158 1.222 4.022
C -1.013 -1.796 -2.329
C 1.500 -0.260 -2.784
Si -0.162 -0.180 -1.951
H -2.058 1.416 2.351
H 1.965 0.079 2.560
H -2.039 0.818 -0.090
H 1.859 -0.609 0.227
H -0.799 -2.511 -1.563
H -0.669 -2.190 -3.284
H -2.098 -1.607 -2.371
H 2.216 0.511 -2.447
H 1.958 -1.223 -2.571
H 1.390 -0.135 -3.848

***

Entry 3:
Below is a molecular structure, C8H10GaN2Se at a distorted geometry, with properties calculated with the ωB97M-V functional and the def2-TZVPD basis.

Computed properties:
E_LUMO (alpha / beta) (Ha): 0.1200 / 0.1200
Total charge: -1
HOMO level (alpha / beta) (eV): -2.177 / -2.178
Gap between HOMO and LUMO (alpha / beta) (eV): 5.4417 / 5.4431

Geometry (Å):
C -1.561 -1.434 0.606
C -2.168 -0.149 0.531
C -1.612 0.668 1.558
C -0.657 -0.113 2.266
C -0.620 -1.411 1.676
Ga 0.214 0.059 0.040
N 1.352 -1.016 -0.679
C 0.435 0.425 -2.420
C -0.671 1.079 -1.929
H -1.866 1.711 1.755
H -2.944 0.155 -0.174
H -0.037 0.227 3.096
H 0.023 -2.237 1.982
H -1.758 -2.281 -0.054
H -1.676 0.681 -2.100
H 0.339 -0.502 -2.992
H 1.879 -1.762 -1.148
H -0.586 2.095 -1.530
H 1.417 0.903 -2.424
Se 5.025 1.388 0.929
C 3.361 0.928 0.621
N 2.112 0.584 0.390

***

Entry 4:
Below is 2 unconnected molecules or ions with the total composition C8H10N2O at a distorted geometry, with properties calculated with the ωB97M-V functional and the def2-TZVPD basis.

Computed properties:
E_LUMO (alpha / beta) (Ha): 0.0061 / -0.0070
HOMO level (alpha / beta) (eV): -8.670 / -8.274
Gap between HOMO and LUMO (alpha / beta) (eV): 8.8370 / 8.0843

Geometry (Å):
C -4.379 1.403 0.216
C -3.076 0.983 0.214
C -4.475 -0.690 -0.233
C -2.103 -1.257 -0.129
C 1.192 -1.414 -0.425
C 0.539 -0.142 -0.477
C 1.546 -0.294 0.656
C 2.749 0.570 0.407
N -5.176 0.359 -0.216
N -3.137 -0.370 -0.082
O -2.053 -2.431 -0.407
H -4.649 2.354 0.313
H -2.264 1.683 0.268
H -4.884 -1.615 -0.467
H 0.490 -2.220 -0.115
H 1.880 -1.599 -1.214
H 0.583 0.651 -1.258
H 1.363 -0.483 1.696
H 2.964 0.678 -0.643
H 3.702 0.263 0.999
H 2.479 1.528 0.743

***

Entry 5:
Below is C8H10N2O in the gas phase at a distorted geometry, with properties calculated with the ωB97M-V functional and the def2-TZVPD basis.

Computed properties:
SMILES: Cc1nccn1C(=O)C1CC1
E_LUMO (Ha): 0.0226
HOMO level (eV): -8.694
Gap between HOMO and LUMO (eV): 9.3075

Geometry (Å):
C 2.565 -1.580 0.127
C 1.213 -1.521 0.191
C 2.127 0.504 -0.149
C -0.432 0.522 0.084
C -2.635 -0.858 0.609
C -2.939 0.180 -0.444
C -1.515 -0.367 -0.375
C 2.067 2.001 -0.185
N 3.136 -0.355 -0.018
N 0.909 -0.154 -0.070
O -0.528 1.607 0.537
H 3.239 -2.511 0.223
H 0.352 -2.077 0.394
H -2.780 -0.515 1.685
H -3.045 -1.827 0.538
H -3.603 -0.133 -1.357
H -3.007 1.157 -0.180
H -1.410 -1.158 -1.159
H 2.999 2.376 0.301
H 2.107 2.298 -1.134
H 1.181 2.408 0.382

***

Entry 6:
Below is C8H10N2O2 in the gas phase at a distorted geometry, with properties calculated with the ωB97M-V functional and the def2-TZVPD basis.

Computed properties:
SMILES: Cc1cnc(C2(C(=O)O)CC2)[nH]1
E_LUMO (Ha): 0.0142
HOMO level (eV): -8.819
Gap between HOMO and LUMO (eV): 9.2060

Geometry (Å):
C 1.080 -1.475 1.368
C 0.719 -0.179 1.553
C 0.090 -0.843 -0.410
C -0.170 -1.962 -2.695
C -0.755 0.580 -2.390
C -1.881 -0.249 -1.920
C -0.489 -0.813 -1.824
C 1.048 0.713 2.682
N 0.648 -1.884 0.154
N 0.066 0.174 0.431
O 0.158 -3.055 -2.019
O -0.469 -1.965 -3.861
H 1.799 -2.055 1.948
H -0.528 0.598 -3.499
H -0.637 1.609 -2.013
H -2.358 -0.047 -0.930
H -2.585 -0.563 -2.765
H 1.912 0.236 3.078
H 1.515 1.577 2.234
H 0.122 0.843 3.244
H 0.148 -2.831 -1.087
H -0.305 1.167 0.299

***

Entry 7:
Below is 2 unconnected molecules or ions with the total composition C8H10N2O2P at a distorted geometry, with properties calculated with the ωB97M-V functional and the def2-TZVPD basis.

Computed properties:
E_LUMO (Ha): -0.1550
Total charge: +1
HOMO level (eV): -12.410
Gap between HOMO and LUMO (eV): 8.1935

Geometry (Å):
C -0.375 -1.253 -2.870
C -0.122 0.107 -3.031
C -0.263 -1.815 -1.608
C 0.137 0.915 -1.931
C 0.088 -1.094 -0.516
C 0.269 0.315 -0.632
C 1.059 2.149 0.648
C 0.061 -1.731 0.877
N 1.621 3.157 0.948
N 0.575 0.993 0.574
O 0.885 1.733 5.350
O 0.392 1.109 3.055
P -0.052 0.788 4.474
H -0.497 -2.069 -3.600
H -0.352 0.489 -3.972
H -0.226 -2.962 -1.486
H 0.103 1.942 -2.048
H 0.035 -1.117 1.733
H -0.837 -2.294 0.783
H 0.913 -2.461 0.945
H 2.456 3.635 0.639
H 1.425 2.151 4.778
H 0.375 0.610 1.508

***

Entry 8:
Below is 2 unconnected molecules or ions with the total composition C8H10N2O3 at a distorted geometry, with properties calculated with the ωB97M-V functional and the def2-TZVPD basis.

Computed properties:
SMILES: C=C1OCCO1.Oc1cccnn1
E_LUMO (Ha): 0.0244
HOMO level (eV): -8.403
Gap between HOMO and LUMO (eV): 9.0677

Geometry (Å):
C -0.245 3.098 -1.546
C -1.227 2.778 -0.632
C 0.761 2.236 -1.738
C -1.180 1.546 -0.028
C 1.509 -2.275 -0.216
C 1.902 -1.429 1.020
C -0.365 -1.689 0.903
C -1.609 -1.833 1.329
N 0.805 1.065 -1.055
N -0.088 0.784 -0.190
O -2.206 1.061 0.790
O 0.008 -2.055 -0.373
O 0.653 -1.424 1.784
H -0.385 3.965 -2.108
H -2.108 3.428 -0.435
H 1.436 2.309 -2.654
H 2.028 -2.024 -1.096
H 1.620 -3.348 -0.022
H 2.818 -1.895 1.601
H 2.260 -0.460 0.760
H -1.852 -1.737 2.487
H -2.421 -2.156 0.683
H -2.114 0.055 0.735

***

Entry 9:
Below is a molecular structure, C8H10N2O3S at a distorted geometry, with properties calculated with the ωB97M-V functional and the def2-TZVPD basis.

Computed properties:
E_LUMO (alpha / beta) (Ha): -0.0626 / -0.0626
HOMO level (alpha / beta) (eV): -8.048 / -8.048
Gap between HOMO and LUMO (alpha / beta) (eV): 6.3430 / 6.3451

Geometry (Å):
C 2.120 0.046 -0.767
C 1.421 1.225 -0.687
C 0.744 -0.170 1.002
C -1.569 1.600 -0.904
C -1.726 1.315 1.087
C -0.575 1.904 0.387
C -2.431 0.535 -0.066
C 1.610 -2.254 -0.203
N 1.664 -0.864 0.125
N 0.555 1.182 0.387
O -0.800 -1.202 -1.252
O -0.374 -0.894 1.339
O -2.425 -2.088 0.261
S -1.550 -1.025 -0.047
H 2.937 -0.019 -1.375
H 1.754 2.113 -1.022
H 1.243 -0.042 2.051
H -2.185 2.495 -1.248
H -0.943 1.108 -1.648
H -1.666 0.812 2.150
H -2.480 2.150 1.358
H 1.044 -2.407 -1.138
H 2.634 -2.735 -0.356
H 0.997 -2.785 0.566

***

Entry 10:
Below is 2 unconnected molecules or ions with the total composition C8H10N3O2 at a distorted geometry, with properties calculated with the ωB97M-V functional and the def2-TZVPD basis.

Computed properties:
E_LUMO (alpha / beta) (Ha): 0.1268 / 0.0427
Total charge: -1
2S+1: 3
HOMO level (alpha / beta) (eV): -2.404 / -5.045
Gap between HOMO and LUMO (alpha / beta) (eV): 5.8539 / 6.2057

Geometry (Å):
C 1.502 1.005 -1.864
C -1.700 1.425 -3.767
C -0.984 2.037 -2.996
C 0.080 -1.747 2.667
C -0.671 -2.118 1.366
C -0.580 -0.884 0.481
C 0.910 -0.795 -0.156
C 0.917 0.695 -0.580
N 2.107 1.313 -2.804
N 0.295 1.791 1.367
N 0.672 1.762 0.119
O 0.005 -0.494 3.028
O 0.691 -2.659 3.205
H -2.327 1.002 -4.603
H 0.077 1.024 2.006
H -0.224 2.517 -2.300
H -1.791 -2.338 1.589
H -0.053 -2.955 0.948
H -1.261 -0.930 -0.385
H -0.746 -0.037 1.095
H 1.568 -0.837 0.717
H 1.064 -1.510 -0.897
H 0.447 2.732 1.762

***

Table of E_tot (Ha), in record order: -4637.5542; -905.4328; -4746.3616; -495.3818; -495.5215; -570.8030; -911.9217; -645.9651; -1043.9742; -625.3949